Entry 1:
114
Properties=species:S:1:pos:R:3:forces:R:3:mulliken_charge:R:1 method="wB97M-V/def2-TZVPD" spin_multiplicity=1 lumo_energy_ev=-0.2 e_homo_ev=-9.58 orbital_gap_ev=9.334
C 5.03098 -4.52359 1.28684 0.5 0.4 -0.6 -0.37
C 5.70720 -4.39791 0.13929 -0.7 0.1 0.6 -0.35
C 5.21303 -5.05687 -1.07667 0.3 -0.6 -0.9 0.73
O 5.94654 -5.48285 -1.94199 -0.4 0.6 0.3 -0.60
O 3.85727 -5.24797 -1.13612 0.2 0.5 0.3 -0.35
C 3.25783 -4.64941 -2.28363 -0.4 -0.1 -0.1 -0.80
C 3.57743 -3.16573 -2.46992 0.0 -0.4 -0.2 -0.14
C 2.36276 -2.44973 -3.03600 -0.2 0.0 -0.2 -0.68
C 2.59149 -0.96907 -3.30370 0.6 0.0 0.2 -1.43
C 2.68885 -0.11126 -2.04117 0.1 -0.5 -0.1 0.33
C 1.37180 -0.16555 -1.29124 -0.1 0.4 -0.2 -1.68
C 1.17069 0.66336 0.00616 -0.2 -0.4 -0.7 2.48
C -0.34928 0.81897 0.18299 -0.1 -0.3 0.3 0.33
F -0.86506 -0.43279 0.01366 0.0 0.2 -0.1 -0.25
F -0.82796 1.59700 -0.81967 0.2 0.0 0.2 -0.44
C -0.99367 1.32774 1.50573 0.1 0.3 0.0 0.82
F -0.35017 0.83295 2.58568 -0.1 0.0 -0.2 -0.27
F -0.96468 2.67180 1.54641 -0.2 -0.4 0.0 -0.29
C -2.49109 0.88695 1.68880 0.1 0.1 0.7 0.40
F -2.91777 1.54566 2.79301 0.1 -0.2 -0.3 -0.31
F -2.55901 -0.44795 1.96142 -0.1 0.7 -0.1 -0.22
C -3.50292 1.22852 0.56376 -0.4 -0.4 0.0 0.59
F -3.33316 2.45384 0.09607 0.0 -0.1 0.1 -0.22
F -4.73996 1.12754 1.07769 0.2 0.0 -0.1 -0.29
F -3.41710 0.34287 -0.43509 0.1 0.2 0.0 -0.18
O 1.70650 -0.19937 1.02369 0.2 0.1 0.1 -0.42
C 3.03766 0.01223 0.98667 1.0 -0.8 0.8 0.05
O 3.87893 -0.73551 1.36452 -0.6 0.6 -0.2 -0.55
O 3.30623 1.26783 0.48143 0.1 0.2 -0.6 -0.35
C 2.06359 1.88341 0.32118 -0.4 0.0 0.9 -0.87
O 1.63028 2.37910 1.52956 0.0 -0.3 -0.3 -0.16
C 2.59196 2.95522 2.42430 0.2 0.5 0.8 -0.45
C 1.84262 3.90211 3.34616 0.1 -0.2 -0.3 -1.07
S 2.10462 3.52693 -0.63051 0.1 1.1 0.2 1.68
O 3.40906 4.10810 -0.50491 0.2 -0.5 0.0 -0.69
O 0.99361 4.23428 -0.07634 -0.2 -0.3 -0.3 -0.66
C 1.74982 3.60233 -2.47965 -0.2 0.3 -0.6 0.46
F 0.92982 4.66024 -2.58416 0.2 -0.3 -0.1 -0.22
F 1.09580 2.53926 -2.97423 0.3 -0.2 0.3 -0.28
C 3.02825 3.92681 -3.33960 -0.2 0.1 0.1 0.69
F 4.10151 3.22066 -2.95109 -0.3 0.0 -0.1 -0.23
F 3.28453 5.24538 -3.20219 0.1 -0.2 0.1 -0.30
C 2.80728 3.67311 -4.86169 0.3 0.2 0.0 0.58
F 1.63521 4.15744 -5.26366 0.1 0.0 0.0 -0.25
F 3.78517 4.29845 -5.52096 -0.1 -0.1 0.0 -0.26
F 2.87433 2.37984 -5.13796 -0.1 -0.2 0.0 -0.19
H 5.50977 -4.28248 2.22344 -0.2 0.4 0.1 0.29
H 4.00444 -4.84610 1.30244 0.1 -0.5 0.1 0.17
H 6.61367 -3.82333 0.04057 0.5 -0.5 0.1 0.38
H 2.18845 -4.74894 -2.12531 -0.1 -0.1 0.2 0.41
H 3.51118 -5.21339 -3.17913 0.1 -0.1 -0.1 0.28
H 4.38079 -3.09689 -3.20087 0.3 0.2 0.1 0.19
H 3.92334 -2.74542 -1.52893 -0.1 0.1 0.2 0.33
H 1.49934 -2.62110 -2.39416 -0.1 0.0 0.1 0.15
H 2.12249 -2.92408 -3.98795 -0.1 -0.1 -0.1 0.52
H 1.85929 -0.56190 -3.99174 -0.3 0.1 -0.1 0.41
H 3.56443 -0.88538 -3.78830 0.0 0.1 -0.3 0.53
H 3.50604 -0.52296 -1.45565 0.1 0.0 0.3 0.49
H 3.00644 0.87693 -2.32820 0.0 0.6 0.0 -0.25
H 1.24693 -1.18894 -0.95462 -0.2 -0.1 0.2 0.29
H 0.56363 0.00526 -1.99241 -0.2 0.3 -0.2 0.91
H 3.06640 2.17723 3.01608 0.0 -0.4 -0.1 0.41
H 3.37493 3.49639 1.90298 0.0 -0.1 -0.3 0.38
H 2.34577 3.94218 4.30525 0.1 0.1 0.2 0.42
H 0.83121 3.53862 3.48867 -0.2 0.0 0.1 0.16
H 1.80913 4.89771 2.91982 -0.2 0.2 0.0 0.29
C -1.00211 -1.85247 6.99211 0.0 0.0 0.0 0.57
O -0.94899 -2.30063 8.11962 0.0 0.0 0.0 -0.64
N -0.84253 -0.52250 6.71677 0.0 0.0 0.0 -0.30
N -1.22821 -2.65623 5.89971 0.1 0.0 0.0 -0.26
H -0.88157 -0.13654 5.79334 0.0 0.0 0.0 0.17
H -0.67626 0.08638 7.49514 0.0 0.0 0.0 0.19
H -1.34666 -3.63390 6.08169 0.0 0.0 0.1 0.16
H -1.28117 -2.31870 4.95772 0.0 0.1 0.0 0.12
C 1.40966 -5.82273 3.04062 0.0 -0.1 -0.1 0.65
O 2.49980 -5.48681 2.62034 -0.1 -0.1 0.1 -0.65
N 0.60832 -4.96912 3.74628 -0.1 0.0 0.0 -0.26
N 0.90534 -7.08068 2.83848 0.0 0.1 0.0 -0.42
H -0.29180 -5.22616 4.09981 0.0 0.0 0.0 0.12
H 0.95943 -4.04602 3.91970 0.0 0.0 0.0 0.14
H 1.47821 -7.72418 2.32593 0.0 0.0 0.0 0.21
H 0.01413 -7.38331 3.18042 0.0 0.0 0.0 0.15
C -7.68223 -0.42363 -1.56516 0.0 0.3 0.2 0.67
O -8.48066 -1.03411 -2.26400 0.0 0.0 -0.1 -0.70
N -8.03783 0.65736 -0.81195 0.0 -0.2 -0.2 -0.18
N -6.36480 -0.78787 -1.49270 0.0 -0.1 0.0 -0.33
H -7.38482 1.15791 -0.24012 0.0 0.0 0.0 0.12
H -8.99878 0.97334 -0.83474 0.0 0.1 0.1 0.09
H -6.07504 -1.57672 -2.03787 0.0 0.0 0.0 0.18
H -5.69059 -0.30482 -0.93255 0.0 0.0 0.0 0.10
C -0.83673 -3.75017 0.20200 -0.1 -0.1 0.0 0.45
O 0.23020 -3.25879 -0.12610 0.0 0.0 -0.1 -0.50
N -1.80418 -3.02827 0.85430 0.2 -0.2 0.0 -0.30
N -1.14885 -5.05629 -0.06029 0.0 0.1 0.0 -0.36
H -2.69248 -3.40333 1.12603 0.0 -0.1 0.0 0.16
H -1.59368 -2.07077 1.05829 0.0 -0.1 0.0 0.12
H -0.45637 -5.60548 -0.53405 0.0 0.0 0.0 0.25
H -2.02128 -5.47853 0.19120 0.0 0.0 0.0 0.14
C 5.18357 9.35027 -2.52023 0.0 -0.1 0.0 0.58
O 5.89818 10.33348 -2.47509 0.0 0.0 0.0 -0.65
N 5.53051 8.21963 -3.21197 0.0 0.0 0.0 -0.33
N 3.97216 9.29161 -1.88167 0.0 0.0 0.0 -0.31
H 4.95573 7.40043 -3.25907 0.0 0.0 0.0 0.20
H 6.41188 8.22634 -3.68795 0.0 0.0 0.0 0.18
H 3.68883 10.10187 -1.36534 0.0 0.0 0.0 0.19
H 3.37180 8.49011 -1.90347 0.0 0.0 0.0 0.15
C -11.68435 0.64340 -0.71509 0.0 -0.2 0.0 0.71
O -11.01636 1.66964 -0.64032 0.1 0.0 0.1 -0.73
N -11.30380 -0.39138 -1.50557 -0.2 0.3 0.0 -0.32
N -12.83474 0.47375 0.00664 0.1 0.1 0.0 -0.39
H -11.79384 -1.26185 -1.57390 0.0 0.0 0.0 0.16
H -10.45097 -0.26420 -2.02679 0.2 -0.4 -0.1 0.19
H -13.12083 1.22861 0.59981 0.0 0.0 0.0 0.23
H -13.39375 -0.35580 -0.03480 0.0 0.0 0.0 0.16

***

Entry 2:
80
Properties=species:S:1:pos:R:3:forces:R:3:mulliken_charge:R:1 method="wB97M-V/def2-TZVPD" spin_multiplicity=2 s2=0.759 lumo_energy_ev="0.3 / 0.2" e_homo_ev="-5.37 / -6.99" orbital_gap_ev="5.721 / 7.191" de_lowest_kj_mol=244.0
Ti -0.44161 0.14891 -0.20409 -1.5 0.3 -1.3 -1.53
C 2.26329 -4.16520 1.25181 -0.1 0.0 0.3 -1.04
N 2.12489 -2.93470 0.50151 -0.6 0.4 -0.3 0.32
C 2.55049 -3.07020 -0.87659 0.0 0.2 -0.2 -0.99
C 1.05119 -2.08899 0.71081 0.7 -0.4 0.9 0.49
O 0.59679 -1.37099 -0.22529 1.3 -1.9 0.3 0.40
C 0.32069 -2.08159 2.03701 0.1 -0.2 -0.2 -1.59
O -0.15581 -0.77989 2.32271 -0.1 -0.1 -0.2 -0.05
C 0.87299 0.07231 2.79351 0.1 0.2 0.0 -1.37
C 1.75789 0.51501 1.65041 0.6 -0.3 0.1 0.52
O 1.26229 0.76701 0.52031 1.3 0.5 1.4 0.45
N 3.11879 0.67761 1.87101 -0.6 0.1 -0.3 0.09
C 3.87939 0.97161 0.66891 -0.1 -0.1 -0.2 -1.05
C 3.54339 1.45291 3.02511 0.0 0.0 0.2 -1.02
H 3.16189 -4.66659 0.89631 0.0 0.0 0.1 0.40
H 1.40719 -4.83489 1.10081 0.1 0.0 0.0 0.31
H 2.37919 -3.97280 2.31561 0.0 0.0 0.1 0.30
H 3.63599 -3.13790 -0.90749 0.1 -0.1 -0.1 0.38
H 2.20899 -2.19960 -1.43259 0.2 -0.1 -0.1 0.13
H 2.11209 -3.96450 -1.32679 0.0 0.0 -0.1 0.42
H 0.94819 -2.43590 2.86771 -0.1 -0.1 -0.3 0.51
H -0.58341 -2.70140 1.96471 0.2 0.0 0.0 0.16
H 1.45849 -0.44709 3.56611 -0.1 0.2 -0.1 0.50
H 0.34729 0.92721 3.22731 0.1 0.0 0.1 0.08
H 3.63789 0.21471 -0.07629 0.1 0.1 -0.1 0.14
H 4.94049 0.92801 0.91071 0.0 0.0 0.0 0.43
H 3.63759 1.95591 0.25111 0.0 0.0 0.0 0.29
H 3.04429 1.10061 3.92331 0.0 0.0 0.1 0.35
H 3.32589 2.52131 2.89831 0.0 0.0 0.0 0.30
H 4.61909 1.32991 3.15231 -0.1 0.0 0.1 0.38
C -2.31631 -0.37179 -1.28429 -0.8 -0.3 -0.6 0.72
C -2.39031 -1.44829 -0.33779 -0.2 0.1 -0.1 1.69
C -1.72641 -2.55749 -0.90079 -0.1 0.1 -0.4 0.94
C -1.21141 -2.18539 -2.15729 -0.2 -0.2 0.2 0.26
C -1.57841 -0.85899 -2.41739 -0.4 0.3 0.3 0.64
C -1.48821 -0.17259 -3.75069 0.1 -0.1 0.3 -1.65
C -0.43831 -3.07680 -3.08079 -0.1 0.2 0.1 -1.99
C -1.62661 -3.92950 -0.30599 0.0 0.4 0.0 -1.63
C -3.32031 -1.51989 0.84561 0.2 0.0 -0.2 -1.87
C -3.32501 0.74911 -1.36649 0.1 -0.2 0.1 -1.67
H -1.50861 0.91011 -3.63749 0.0 0.0 -0.1 0.31
H -2.32791 -0.47469 -4.38459 0.0 0.0 0.0 0.40
H -0.57201 -0.44599 -4.27289 0.1 0.1 -0.1 0.42
H 0.43699 -2.56660 -3.48459 0.1 0.0 -0.1 0.34
H -1.06241 -3.38310 -3.92199 0.1 -0.1 -0.1 0.38
H -0.10421 -3.97219 -2.56099 0.1 -0.1 0.0 0.42
H -2.07621 -4.66480 -0.97569 0.0 -0.1 0.1 0.43
H -2.15121 -3.97000 0.64701 0.0 -0.1 0.1 0.44
H -0.58501 -4.22449 -0.14549 0.1 -0.1 0.0 0.17
H -4.08651 -2.27839 0.65811 0.0 0.1 0.1 0.41
H -3.81931 -0.56609 0.99991 0.0 0.0 0.1 0.37
H -2.80771 -1.78209 1.77421 0.0 0.0 0.1 0.24
H -2.95891 1.57801 -1.97109 0.0 0.1 0.0 0.28
H -3.56381 1.13431 -0.37469 0.0 0.0 -0.1 0.05
H -4.24831 0.37621 -1.82369 0.0 0.1 0.0 0.34
C -2.28491 2.16510 3.44711 0.4 0.1 -0.8 -1.40
Si -1.54521 2.61511 1.73081 -0.4 1.9 1.2 1.25
C -2.79801 3.83850 0.93871 0.6 -0.6 0.2 -1.50
C 0.14719 3.52250 1.93311 -0.6 -0.5 -0.1 -0.90
O -1.35401 1.30381 0.85221 -0.5 -0.3 0.0 -0.80
H -2.18321 2.97570 4.16021 0.1 0.3 0.1 0.43
H -1.84141 1.27401 3.88421 0.1 -0.2 0.0 0.28
H -3.34561 1.97121 3.32911 -0.3 -0.1 0.0 0.34
H -3.11441 4.57161 1.67251 0.0 0.2 0.2 0.48
H -3.68941 3.32020 0.59581 -0.1 -0.1 0.0 0.35
H -2.38491 4.38071 0.09241 0.1 0.1 -0.1 0.36
H 0.09979 4.55571 1.60461 -0.1 0.2 0.0 0.58
H 0.89659 3.03010 1.31601 0.0 0.0 -0.1 -0.03
H 0.50079 3.52341 2.96101 0.0 0.0 0.2 0.40
F 2.07329 4.30421 -4.05369 -0.1 -0.3 0.1 -0.37
C 1.46439 3.32850 -3.32379 -0.1 0.1 0.1 0.14
C 1.96849 2.04311 -3.34539 0.0 0.1 0.0 -0.89
C 1.35559 1.07701 -2.55569 -0.1 -0.1 0.1 -0.40
C 0.25189 1.35661 -1.74109 0.3 0.5 -0.4 2.62
C -0.22891 2.66960 -1.78109 0.0 -0.2 0.0 -0.43
C 0.35729 3.65270 -2.56569 0.2 0.2 -0.2 -0.93
H 2.83109 1.81781 -3.95449 0.1 0.0 -0.1 0.47
H 1.75909 0.06731 -2.58829 0.0 0.0 0.1 0.28
H -1.08501 2.94010 -1.17459 0.0 0.1 0.0 0.02
H -0.01971 4.66611 -2.58249 0.0 0.1 0.0 0.47

***

Table of molar mass (g/mol), in record order: 1096.754, 555.610
Table of E_tot (eV), in record order: -129577.9697, -73595.5613